Molecular formula: C6H8N3OS
Method: DFT, the ωB97M-V functional and the def2-TZVPD basis

Output
total charge: +1
relative energy (zero: lowest compared OMol25 entry of this formula, charge and spin): 4.714 eV
E: -870.67838 Ha
LUMO (alpha / beta): -4.38 / -4.37 eV
HOMO-LUMO gap (alpha / beta): 6.931 / 6.933 eV

Each atom is followed by the atoms it is bonded to, with distances in Å.
Geometry (Å):
1 S 1.476 -2.649 -1.417  O14 1.618, N16 1.522
2 C -1.471 0.916 1.522  H3 1.050, C7 1.399, C19 1.287
3 H -2.271 1.415 1.982  C2 1.050
4 C 0.491 1.127 -0.863  C6 1.471, N11 1.244
5 H 0.057 -4.431 -1.096  O14 0.956
6 C 0.144 -0.302 -0.827  C4 1.471, C13 1.427, N16 1.347
7 C -1.848 -0.145 0.692  C2 1.399, C13 1.391, H18 1.079
8 H 1.498 2.415 -2.053  N11 1.037
9 H -1.455 -1.739 -0.585  C13 1.070
10 H 1.358 1.461 2.929  N17 0.975
11 N 1.273 1.441 -1.777  C4 1.244, H8 1.037, H15 1.004
12 H 1.158 2.529 1.540  N17 1.048
13 C -1.077 -0.789 -0.271  C6 1.427, C7 1.391, H9 1.070
14 O 0.551 -3.739 -0.660  S1 1.618, H5 0.956
15 H 1.551 0.966 -2.617  N11 1.004
16 N 0.952 -1.219 -1.391  S1 1.522, C6 1.347
17 N 0.782 1.854 2.248  H10 0.975, H12 1.048, C19 1.263
18 H -2.862 -0.488 0.823  C7 1.079
19 C -0.307 1.376 1.821  C2 1.287, N17 1.263